13
Properties=species:S:1:pos:R:3 method="wB97M-V/def2-TZVPD" total_charge=+1 homo_lumo_gap_ha=0.43627 relative_energy_ev=1.368 lumo_energy_ev=-3.9128
O -2.498 1.256 0.707
H -2.453 0.417 1.230
H -3.447 1.617 0.663
H -1.109 0.332 -0.359
C 1.229 0.966 0.279
S 0.150 -0.035 -0.768
C 0.892 -1.786 -0.765
H 1.312 0.489 1.376
H 2.106 1.235 -0.366
H 0.643 1.943 0.468
H 0.839 -2.355 0.218
H 1.924 -1.734 -1.092
H 0.413 -2.346 -1.592